Computed, not measured: a gas-phase ion, C5H13N2O (charge +1), with the ωB97M-V functional and the def2-TZVPD basis.

Properties
- orbital gap (Eh) = 0.4145
- lowest unoccupied orbital energy (eV) = -3.328
- net charge = +1
- relative energy (zero: lowest compared OMol25 entry of this formula, charge and spin) (eV) = 1.853
- SMILES = CC(C)[C@H]([NH3+])C(N)=O

Cartesian coordinates (Å):
O  -1.67298  -1.44996  -0.56309
N  1.02953  -1.41655  -0.68046
N  -2.03420  -0.26319  1.25380
C  0.42438  -0.48311  0.40577
C  -1.20629  -0.75975  0.33842
C  0.74304  1.04936  0.25303
C  0.01998  1.64529  -0.96496
C  2.32362  1.40473  0.14186
H  2.37082  2.30855  -0.58347
H  2.51334  1.88916  1.12966
H  0.26058  -2.26868  -0.65122
H  0.17745  2.74244  -0.98209
H  0.42306  1.58412  1.15353
H  0.92032  -1.09378  -1.63814
H  0.82312  -0.71667  1.50104
H  -1.04630  1.55159  -0.91305
H  1.95292  -1.58440  -0.46890
H  2.96715  0.52752  -0.10248
H  -1.92770  0.47758  1.92281
H  -3.00398  -0.45808  1.07148
H  0.15734  1.25940  -1.99257

These are the Löwdin partial charges, in e, on atoms 1 to 4:
1 O 0.051
2 N 0.226
3 N 0.204
4 C -0.133

---

Computed, not measured: a single C5H12NO molecule, with the ωB97M-V functional and the def2-TZVPD basis.

Properties
- ⟨S²⟩ = 0.756
- orbital gap (alpha / beta) (Eh) = 0.3744 / 0.2646
- lowest unoccupied orbital energy (alpha / beta) (eV) = 1.042 / -1.904
- multiplicity = 2
- relative energy (zero: lowest compared OMol25 entry of this formula, charge and spin) (eV) = 1.728

Cartesian coordinates (Å):
O  -1.00957  0.49693  3.34908
N  0.67736  0.24582  1.33829
C  -0.22094  -1.66879  -1.82658
C  0.79393  -1.02634  -0.81439
C  -0.17746  1.10989  2.44051
C  -0.39413  1.21305  -0.79630
C  -0.02582  -0.09801  0.10289
H  0.12744  -2.56942  -2.31873
H  1.55846  -0.40282  -1.42722
H  1.48868  -1.62675  -0.24038
H  0.91874  -0.62163  1.92957
H  0.47785  1.87215  -0.59072
H  -1.26593  1.84446  -0.54070
H  -0.42419  0.91500  -1.85918
H  -0.94040  -0.50334  0.47503
H  -1.11113  -1.90290  -1.24499
H  -0.45018  -1.03264  -2.64400
H  -0.65838  1.97670  1.79891
H  0.63568  1.77863  2.86891

These are the Löwdin partial charges, in e, on atoms 1 to 4:
1 O 0.014
2 N -0.049
3 C -0.095
4 C -0.208

---

Computed, not measured: 2 unconnected molecules or ions with the total composition C4H11NO2, with the ωB97M-V functional and the def2-TZVPD basis.

Properties
- orbital gap (Eh) = 0.3540
- lowest unoccupied orbital energy (eV) = 0.455
- relative energy (zero: lowest compared OMol25 entry of this formula, charge and spin) (eV) = 2.164
- SMILES = CC(=O)N(C)C.O

Cartesian coordinates (Å):
O  1.78783  -0.48880  -1.57149
O  -0.98821  2.43167  3.29897
N  -0.32104  -0.13454  -0.84214
C  0.79530  -0.90974  -0.86836
C  0.86068  -2.33321  -0.29342
C  -1.36286  -0.56380  0.03367
C  -0.10463  1.33567  -0.93520
H  1.70600  -2.77884  -0.87539
H  -1.74966  -1.54618  -0.34122
H  -0.86666  1.91583  -0.24364
H  -1.52722  3.08664  3.64465
H  1.20546  -2.43195  0.77484
H  0.79034  1.64344  -0.37190
H  -0.09823  -2.93159  -0.37621
H  -0.02712  1.74218  -2.02103
H  -0.82014  -0.39673  1.04383
H  -2.18230  0.14410  0.13793
H  -1.71111  1.77841  3.08310

These are the Löwdin partial charges, in e, on atoms 1 to 4:
1 O -0.029
2 O -0.051
3 N -0.195
4 C -0.471

---

Computed, not measured: a single C8H12N2O molecule, with the ωB97M-V functional and the def2-TZVPD basis.

Properties
- ⟨S²⟩ = 2.007
- orbital gap (alpha / beta) (Eh) = 0.1935 / 0.2809
- lowest unoccupied orbital energy (alpha / beta) (eV) = 0.712 / -1.753
- multiplicity = 3
- relative energy (zero: lowest compared OMol25 entry of this formula, charge and spin) (eV) = 3.113

Cartesian coordinates (Å):
O  -1.40373  -0.50200  1.02723
N  -0.42117  -0.93429  0.09317
N  -0.84814  3.57145  0.25329
C  -1.95427  0.64828  0.71521
C  0.44439  -2.04383  0.75712
C  -0.80151  2.50619  -0.18721
C  1.33138  0.79708  0.30209
C  -3.02947  1.23752  1.14989
C  0.16450  0.17764  -0.52387
C  0.72821  -0.23813  -1.91063
C  -1.02936  1.19054  -0.58904
H  1.13118  -1.73087  1.56124
H  0.52038  0.54552  -2.70355
H  -1.53722  1.17538  -1.62922
H  1.01552  -2.38562  -0.16668
H  1.77650  -0.17746  -1.96488
H  1.90558  1.71059  -0.16130
H  0.23825  -1.13426  -2.18851
H  0.92382  1.18287  1.26002
H  -0.31267  -2.78673  1.03452
H  -3.57318  2.16923  0.81395
H  2.14617  -0.01021  0.34188
H  -3.51684  0.99889  2.05363

These are the Löwdin partial charges, in e, on atoms 1 to 4:
1 O 0.040
2 N -0.097
3 N 0.177
4 C -0.320

---

Number 1: strongest force on any atom 6.1 eV/A, E_tot -382.79356 Ha. Number 2: strongest force on any atom 3.7 eV/A, E_tot -327.56357 Ha. Number 3: strongest force on any atom 4.7 eV/A, E_tot -364.18864 Ha. Number 4: strongest force on any atom 12.5 eV/A, E_tot -496.46802 Ha.